The following is a DFT calculation (ωB97M-V with the def2-TZVPD basis set) of a molecular structure, C45H60ClN4S2SeY at a distorted geometry.

The geometry in XYZ format:
```
114
Properties=species:S:1:pos:R:3:mulliken_charge:R:1
Y -0.20 -0.23 0.12 0.5057
C -2.60 -0.31 -2.75 -2.0910
C -3.03 0.39 -1.39 1.4427
C -3.48 -0.39 -0.32 1.0338
C -3.16 -1.90 -0.25 -1.4772
C -4.27 0.24 0.66 0.7705
C -4.84 -0.61 1.82 -1.3127
C -4.54 1.62 0.56 0.7061
C -5.31 2.46 1.57 -2.2613
C -4.10 2.36 -0.58 1.1636
C -4.38 3.85 -0.77 -2.3768
C -3.28 1.79 -1.48 0.6250
C -2.70 2.60 -2.63 -2.1392
H -1.55 -0.64 -2.83 0.3146
H -2.79 0.43 -3.52 0.5243
H -3.21 -1.18 -2.85 0.4473
H -2.29 -2.14 -0.85 0.1802
H -3.94 -2.51 -0.69 0.6574
H -2.97 -2.32 0.78 -0.1384
H -5.28 0.08 2.61 0.0897
H -4.20 -1.24 2.35 -0.1228
H -5.63 -1.30 1.51 0.4106
H -6.24 2.88 1.21 0.4668
H -4.70 3.17 2.07 0.3224
H -5.69 1.94 2.46 0.4448
H -5.05 3.92 -1.64 0.4246
H -3.48 4.36 -0.95 0.5522
H -4.93 4.29 0.03 0.5215
H -2.18 3.38 -2.16 0.4509
H -3.53 2.96 -3.23 0.4208
H -1.98 2.12 -3.26 0.5749
S 0.58 0.85 -2.68 -0.1469
C 2.01 -0.02 -2.58 0.9138
N 3.12 0.34 -3.22 0.5903
C 4.33 -0.55 -3.28 -0.7550
C 4.46 -1.30 -1.96 -0.3848
N 3.18 -2.04 -1.77 0.2263
C 3.24 -3.27 -0.98 -0.6014
C 4.58 -3.93 -1.01 -0.6487
C 5.02 -4.69 -2.03 0.1232
C 6.27 -5.38 -1.93 -0.6825
C 7.09 -5.22 -0.88 -0.4412
C 6.69 -4.41 0.16 -0.6727
C 5.43 -3.82 0.10 -0.0470
C 2.06 -1.44 -1.97 -0.6407
S 0.56 -2.20 -1.63 -0.4793
C 3.12 1.37 -4.19 -2.2354
C 3.78 2.64 -3.87 0.8200
C 3.09 3.57 -3.18 0.0336
C 3.58 4.85 -2.99 -0.3995
C 4.79 5.31 -3.51 -0.7357
C 5.52 4.36 -4.25 -0.5141
C 5.02 3.06 -4.42 -0.3402
H 5.12 0.20 -3.44 0.3963
H 4.19 -1.13 -4.25 0.3327
H 4.60 -0.56 -1.14 0.1024
H 5.22 -2.03 -2.06 0.5837
H 2.48 -3.91 -1.39 0.6690
H 2.95 -3.12 0.04 0.3094
H 4.40 -4.86 -2.91 0.4306
H 6.62 -5.94 -2.76 0.4157
H 8.10 -5.56 -0.94 0.4088
H 7.36 -4.26 1.02 0.3930
H 5.13 -3.20 0.99 0.2839
H 2.09 1.46 -4.58 0.6468
H 3.58 1.02 -5.17 0.5835
H 2.15 3.30 -2.73 0.3175
H 2.92 5.56 -2.44 0.3052
H 5.23 6.26 -3.32 0.4454
H 6.48 4.53 -4.73 0.3677
H 5.65 2.31 -5.00 0.2826
Cl 2.26 0.05 0.43 -0.5159
C -4.63 -5.46 4.45 -1.4684
C -3.56 -4.50 3.96 0.2798
C -3.41 -3.28 4.58 -1.0141
C -2.40 -2.35 4.12 -0.0206
C -2.21 -0.96 4.80 -1.5169
C -1.70 -2.67 2.95 1.3456
Se -0.24 -1.53 2.36 -0.3657
C -1.83 -3.93 2.35 1.0436
C -0.98 -4.45 1.26 -1.5394
C -2.74 -4.82 2.90 -0.9951
H -4.91 -6.17 3.68 0.3847
H -5.56 -4.88 4.66 0.3912
H -4.21 -5.95 5.32 0.3261
H -4.02 -3.05 5.41 0.5396
H -2.77 -0.99 5.69 0.5060
H -2.59 -0.29 4.16 0.1359
H -1.19 -0.87 5.17 0.3468
H -0.01 -4.96 1.62 0.2913
H -0.77 -3.59 0.61 0.1009
H -1.50 -5.18 0.72 0.5192
H -2.79 -5.84 2.53 0.4534
C 0.74 3.57 3.13 -0.7158
C 0.87 2.13 2.45 -0.9267
N -0.10 1.97 1.34 1.3419
C 0.10 2.93 0.24 0.6349
C 0.23 4.35 0.81 -1.2960
N -0.25 4.28 2.20 0.1382
C -1.60 3.67 2.21 -1.4762
C -1.49 2.17 1.77 0.7377
H 1.65 4.09 3.10 0.3916
H 0.25 3.55 4.15 0.3017
H 0.59 1.35 3.08 0.4880
H 1.85 1.90 1.99 0.5057
H -0.70 2.82 -0.46 -0.3344
H 1.00 2.57 -0.25 0.3492
H -0.32 5.04 0.27 0.5138
H 1.24 4.57 0.83 0.3625
H -0.41 5.19 2.64 0.3620
H -2.15 4.15 1.45 0.6339
H -2.05 3.73 3.22 0.1285
H -2.07 2.03 0.89 -0.6378
H -1.88 1.36 2.43 -0.1173
```

Net charge: +2
Orbital gap (eV): 6.26
Calculated total energy (hartree): -5665.646188
HOMO level (eV): -11.951
ΔE to the lowest compared entry with this formula, charge and spin (kJ/mol): 169.55
Max |F| (eV/Å): 5.08